Entry 1:
Computed, not measured: an isolated molecule of ClH3NOPS, with wB97M-V/def2-TZVPD.

Atoms and positions in Å:
1 N 0.874802 -0.903650 0.802210
2 O 0.341779 0.687459 -1.577622
3 P -0.541901 0.464960 -0.229414
4 S -0.875121 2.133208 0.714130
5 Cl -1.995423 -0.782408 -0.740371
6 H 1.309159 -0.234378 1.420052
7 H 0.168794 -1.165985 1.625781
8 H 0.717911 -0.199206 -2.014767

Atoms 1-2, force components in eV/Å:
N -5.0 1.2 0.8
O 0.3 -2.8 -0.6

Calculated values
* SMILES: N[P@](O)(=S)Cl
* HOMO: -9.4 eV
* charge: 0
* F_max: 5.2 eV Å⁻¹
* electronic energy: -1331.54410 Eh
* E_LUMO: -0.138 eV
* energy above the lowest of the compared OMol25 structures with the same formula, charge and spin: 2.1568 eV

=====

Entry 2:
Computed, not measured: a cluster of 9 separate species, C23H51Cl8N5O5 in total, with wB97M-V/def2-TZVPD.

Atoms and positions in Å:
1 Cl 4.472223 1.109928 4.343505
2 C 3.730532 -0.173868 3.462787
3 C 4.732226 -1.355601 3.132563
4 Cl 6.057828 -0.731225 2.250285
5 H 3.280300 0.289681 2.585005
6 H 2.850379 -0.418122 4.057575
7 H 4.245411 -2.042047 2.439814
8 H 5.181297 -1.894747 3.966685
9 Cl 0.138198 -0.124241 6.112330
10 C -0.745925 -0.958246 4.731784
11 C -0.395302 -2.512691 4.650187
12 Cl 1.396212 -2.568044 4.320895
13 H -0.450376 -0.361536 3.868831
14 H -1.828985 -0.947637 4.854080
15 H -0.947932 -2.996384 3.844747
16 H -0.559111 -2.922737 5.646741
17 Cl -2.735029 4.751176 -1.527104
18 C -1.183182 5.590555 -1.337913
19 C -0.320445 5.482941 -2.615984
20 Cl -0.963092 6.419480 -3.977618
21 H -0.694801 5.205966 -0.442549
22 H -1.384507 6.658253 -1.250745
23 H 0.023802 4.480959 -2.872147
24 H 0.664828 5.880779 -2.372981
25 Cl 3.992226 -0.269079 -2.550856
26 C 4.214393 1.350946 -1.927614
27 C 3.357518 2.374401 -2.802202
28 Cl 4.373700 2.680803 -4.251291
29 H 5.283370 1.561569 -1.895698
30 H 3.713703 1.409017 -0.961152
31 H 3.225757 3.322561 -2.280907
32 H 2.422343 1.945892 -3.162653
33 C 0.707534 2.261725 0.055267
34 O 1.012316 3.050518 -0.855963
35 N 0.537808 0.906855 -0.066454
36 C 0.341258 0.007667 1.023961
37 C 0.688454 0.297952 -1.329400
38 H 0.337843 2.544837 1.052961
39 H 0.627970 0.440734 1.982264
40 H 1.088135 -0.770711 0.867713
41 H -0.660996 -0.408009 1.127853
42 H 1.480069 -0.449156 -1.272156
43 H -0.264019 -0.153106 -1.607665
44 H 1.088015 0.966303 -2.092129
45 C -2.611118 -2.779114 0.052899
46 O -2.397551 -1.593536 -0.010404
47 N -3.376288 -3.229584 1.081156
48 C -3.808727 -4.587092 1.117229
49 C -4.032991 -2.388814 1.952169
50 H -2.250458 -3.567806 -0.625411
51 H -3.064338 -5.339169 0.855765
52 H -4.739402 -4.657817 0.554241
53 H -3.857392 -4.870136 2.168707
54 H -3.466683 -1.463126 2.054585
55 H -5.039515 -2.124445 1.627975
56 H -4.246956 -2.727436 2.965902
57 C -1.023615 2.365762 -3.868614
58 O -0.377417 3.021631 -4.753775
59 N -2.013901 1.539033 -4.132527
60 C -2.625245 0.773214 -3.043728
61 C -2.391079 1.181423 -5.508934
62 H -0.857837 2.458854 -2.784149
63 H -2.249242 -0.247885 -3.107699
64 H -3.711877 0.731062 -3.118222
65 H -2.390337 1.111725 -2.034609
66 H -1.842415 1.644967 -6.328802
67 H -2.339319 0.100052 -5.635700
68 H -3.379303 1.579160 -5.739852
69 C -2.299883 2.864563 2.271054
70 O -1.666634 3.130427 3.271978
71 N -3.347045 2.059535 2.268633
72 C -3.944070 1.626799 1.056670
73 C -3.974713 1.579874 3.462479
74 H -1.945709 3.021686 1.240480
75 H -3.951722 0.542644 1.169165
76 H -3.367487 1.896213 0.171755
77 H -4.989350 1.790463 0.794566
78 H -4.983633 1.974112 3.583884
79 H -3.826531 0.500831 3.505131
80 H -3.574211 1.906085 4.422320
81 C 4.243023 -4.157342 0.036162
82 O 3.522083 -3.852997 0.960645
83 N 4.021915 -4.175673 -1.299660
84 C 5.112738 -4.091348 -2.270545
85 C 2.632195 -3.958287 -1.893171
86 H 5.246357 -4.565116 0.234255
87 H 6.094679 -4.321146 -1.856915
88 H 5.146844 -3.054946 -2.606433
89 H 4.807315 -4.790217 -3.049264
90 H 2.434385 -2.896327 -2.038759
91 H 2.621482 -4.421899 -2.879606
92 H 1.949033 -4.473171 -1.217680

Atoms 1-2, force components in eV/Å:
Cl 0.9 1.1 0.8
C -0.4 -1.3 -0.2

Calculated values
* SMILES: CN(C)C=O.CN(C)C=O.CN(C)C=O.CN(C)C=O.CN(C)C=O.ClCCCl.ClCCCl.ClCCCl.ClCCCl
* HOMO: -9.3 eV
* charge: 0
* F_max: 4.3 eV Å⁻¹
* electronic energy: -5238.40029 Eh
* E_LUMO: -0.050 eV
* energy above the lowest of the compared OMol25 structures with the same formula, charge and spin: 2.9341 eV

=====

Entry 3:
Computed, not measured: an isolated molecule of CH5OPS, with wB97M-V/def2-TZVPD.

Atoms and positions in Å:
1 C -0.092241 0.571708 -1.261069
2 O -0.921912 0.683199 -0.098910
3 P -0.840828 -0.274648 1.185824
4 S 1.127502 -0.816522 1.412979
5 H 1.011454 0.209686 -1.076243
6 H -0.220607 1.428687 -1.789114
7 H -0.457946 -0.284932 -1.828548
8 H -0.733647 0.603192 2.607867
9 H 1.128224 -2.120370 0.847214

Atoms 1-2, force components in eV/Å:
C 1.6 -4.1 1.6
O 0.7 1.1 -0.1

Calculated values
* SMILES: COPS
* HOMO: -8.6 eV
* charge: 0
* F_max: 4.7 eV Å⁻¹
* electronic energy: -855.83247 Eh
* E_LUMO: 0.636 eV
* energy above the lowest of the compared OMol25 structures with the same formula, charge and spin: 1.8500 eV

=====

Entry 4:
Computed, not measured: a cluster of 2 separate species, C6H12N2 in total, with wB97M-V/def2-TZVPD.

Atoms and positions in Å:
1 C -0.683141 0.117601 -1.444295
2 C 0.626326 0.598200 1.360712
3 C -0.044922 -0.604895 2.000340
4 C 0.462677 -0.597323 -1.392695
5 N -1.909117 -0.572336 -1.391731
6 C -0.332916 1.421032 0.313383
7 C 1.503552 -1.358992 -1.520564
8 N 0.135881 2.570813 -0.085510
9 H -0.730160 0.979805 -2.110782
10 H -2.379943 -0.481860 -0.496248
11 H -1.835071 -1.566686 -1.588360
12 H 0.874045 2.477340 -0.787034
13 H -1.347217 1.360685 0.733592
14 H 0.788273 1.365803 2.120441
15 H 1.597713 0.370869 0.919201
16 H 1.845647 -1.687671 -2.498494
17 H 2.099404 -1.642612 -0.657764
18 H 0.514146 -0.937726 2.880297
19 H -1.060165 -0.360680 2.330727
20 H -0.125011 -1.451368 1.314786

Atoms 1-2, force components in eV/Å:
C 1.8 -1.9 -1.9
C -1.2 0.2 -1.4

Calculated values
* SMILES: [H]/N=C\CC.C=C=CN
* HOMO (spin up / spin down): -7.8 / -7.8 eV
* charge: 0
* F_max: 5.3 eV Å⁻¹
* electronic energy: -345.13973 Eh
* E_LUMO (spin up / spin down): 0.054 / 0.055 eV
* energy above the lowest of the compared OMol25 structures with the same formula, charge and spin: 5.1193 eV

=====

Entry 5:
Computed, not measured: a structure of composition C17H18N5NiS6, with wB97M-V/def2-TZVPD.

Atoms and positions in Å:
1 Ni -0.452515 0.565144 0.562694
2 C 1.653905 3.884807 -1.161906
3 C 0.653013 2.827365 -0.836797
4 N 0.316790 2.492304 0.348621
5 N 0.842465 3.078337 1.447632
6 C 0.498166 2.591696 2.672995
7 N 1.006744 3.252028 3.715402
8 S -0.489434 1.255465 2.884681
9 C -0.042965 2.043856 -1.890412
10 C -0.058596 2.429459 -3.218737
11 C -0.767978 1.656073 -4.130854
12 C -1.429439 0.528580 -3.688006
13 C -1.363360 0.207626 -2.338902
14 N -0.690964 0.945177 -1.463151
15 H 2.508424 3.821838 -0.484805
16 H 1.216484 4.883061 -1.081347
17 H 2.043951 3.763001 -2.167728
18 H 1.498739 3.838687 1.346817
19 H 1.572323 4.079155 3.621803
20 H 0.818034 2.907211 4.640910
21 H 0.461088 3.317610 -3.546049
22 H -0.795519 1.938430 -5.174396
23 H -1.982674 -0.108719 -4.362474
24 H -1.840126 -0.681944 -1.948158
25 C -3.687701 -2.940862 1.382004
26 C -4.074897 -1.704510 0.881673
27 C -3.098008 -0.770488 0.601284
28 N -1.795572 -1.010864 0.790955
29 C -1.424420 -2.196122 1.284499
30 C -2.340593 -3.187888 1.586892
31 H -4.427296 -3.695914 1.611365
32 H -5.114309 -1.464909 0.709634
33 H -3.356195 0.205157 0.203912
34 H -0.362119 -2.334573 1.440187
35 H -1.987413 -4.132068 1.976169
36 C 3.789731 -2.390145 2.168324
37 S 2.287952 -3.378742 2.019198
38 C 1.775891 -3.053415 0.372283
39 C 1.564492 -1.875932 -0.248913
40 S 1.718731 -0.252072 0.403595
41 S 0.968065 -1.992943 -1.888100
42 C 0.725038 -3.710469 -1.949175
43 S 0.016492 -4.481006 -3.201859
44 S 1.351525 -4.497449 -0.531726
45 H 4.299460 -2.773585 3.051295
46 H 3.568194 -1.335333 2.289400
47 H 4.426396 -2.542116 1.299272

Atoms 1-2, force components in eV/Å:
Ni -0.1 -0.1 0.1
C 0.0 0.0 0.0

Calculated values
* HOMO (spin up / spin down): -9.6 / -9.7 eV
* multiplicity: 3
* charge: +1
* F_max: 0.3 eV Å⁻¹
* electronic energy: -4829.67614 Eh
* E_LUMO (spin up / spin down): -3.684 / -3.952 eV
* energy above the lowest of the compared OMol25 structures with the same formula, charge and spin: 0.0000 eV

=====

Entry 6:
Computed, not measured: a structure of composition C27H20NO2PRhS, with wB97M-V/def2-TZVPD.

Atoms and positions in Å:
1 Rh -0.030241 -0.191550 0.038636
2 O -0.591669 3.868841 0.143378
3 C -0.692342 2.686329 0.342325
4 O -0.122633 1.733979 -0.271583
5 C -1.649252 2.248937 1.513820
6 P -1.550095 0.438334 1.824854
7 C -2.848913 0.290643 3.104544
8 C -4.095374 -0.220921 2.765556
9 C -5.090815 -0.279698 3.726842
10 C -4.839040 0.169400 5.013767
11 C -3.590718 0.673127 5.347420
12 C -2.589597 0.737932 4.396855
13 C -0.008017 0.179874 2.771122
14 C 0.035824 -0.924685 3.629604
15 C 1.166331 -1.190513 4.376605
16 C 2.277915 -0.367800 4.263094
17 C 2.257930 0.711087 3.394387
18 C 1.126838 0.987007 2.637678
19 H -2.671740 2.500894 1.210681
20 H -1.414362 2.821287 2.418215
21 H -4.277904 -0.567719 1.756629
22 H -6.063354 -0.673790 3.473845
23 H -5.616559 0.133927 5.760624
24 H -3.395497 1.021640 6.350241
25 H -1.615770 1.133563 4.651556
26 H -0.843120 -1.546355 3.737518
27 H 1.176346 -2.026588 5.058487
28 H 3.161217 -0.568161 4.848587
29 H 3.119612 1.355599 3.313527
30 H 1.118241 1.865709 2.003120
31 S -0.832200 -4.542936 0.075998
32 C 0.543116 -4.260171 1.116609
33 C 1.146230 -5.153092 1.974352
34 C 2.245377 -4.719388 2.711019
35 C 2.749950 -3.428475 2.548884
36 C 2.138356 -2.516769 1.713406
37 C 0.982563 -2.904835 1.013548
38 N 0.209382 -2.125023 0.243773
39 C -0.805485 -2.847002 -0.378093
40 C -1.638284 -2.164785 -1.247183
41 C -2.696085 -2.714904 -2.019915
42 C -3.461609 -1.887053 -2.796363
43 C -3.208760 -0.507312 -2.858557
44 C -2.171403 0.059832 -2.110280
45 C -1.392163 -0.744315 -1.324755
46 H 0.772303 -6.160126 2.073075
47 H 2.713736 -5.393585 3.408204
48 H 3.641798 -3.143159 3.084320
49 H 2.525758 -1.515283 1.586375
50 H -2.874745 -3.778066 -1.979901
51 H -4.278062 -2.290454 -3.376479
52 H -3.816523 0.125078 -3.484512
53 H -2.003206 1.124524 -2.176105

Atoms 1-2, force components in eV/Å:
Rh -2.0 1.3 0.8
O 0.3 0.0 -0.4

Calculated values
* HOMO: -11.3 eV
* charge: +1
* F_max: 4.5 eV Å⁻¹
* electronic energy: -2095.99066 Eh
* E_LUMO: -5.315 eV
* energy above the lowest of the compared OMol25 structures with the same formula, charge and spin: 1.7660 eV

=====

Entry 7:
Computed, not measured: a cluster of 2 separate species, C3H10NO in total, with wB97M-V/def2-TZVPD.

Atoms and positions in Å:
1 C 0.430610 -1.526141 -1.895626
2 N 0.687971 -0.219710 -1.161681
3 H -0.327782 -1.279364 -2.605099
4 H 0.111180 -2.250236 -1.155047
5 H 1.339191 -1.861546 -2.379410
6 H 0.624833 0.529415 -1.846696
7 H -0.110494 -0.064763 -0.481905
8 H 1.556178 -0.131532 -0.636700
9 C -0.291275 1.593709 2.295965
10 C -0.487259 0.419233 1.710179
11 O -1.345305 0.227567 0.608696
12 H -0.454585 2.526569 1.774022
13 H 0.118833 1.511715 3.283385
14 H 0.048811 -0.493648 1.893227
15 H -1.900906 1.018734 0.596690

Atoms 1-2, force components in eV/Å:
C 0.8 0.4 0.9
N -0.8 -0.2 0.0

Calculated values
* HOMO: -13.5 eV
* charge: +1
* F_max: 1.3 eV Å⁻¹
* electronic energy: -250.00527 Eh
* E_LUMO: -3.500 eV
* energy above the lowest of the compared OMol25 structures with the same formula, charge and spin: 1.3209 eV